[1]
Molecular formula: C4H14N3
Method: DFT, ωB97M-V with the def2-TZVPD basis set

CARTESIAN COORDINATES (ANGSTROEM)
C  -1.6371  0.8216  -1.9674
C  -0.8692  1.9297  -1.2758
N  0.5344  1.4674  -0.9471
H  -2.6394  1.1550  -2.2379
H  -1.1410  0.5032  -2.8910
H  -1.7238  -0.0529  -1.3171
H  -0.7571  2.8287  -1.8762
H  -1.3427  2.2060  -0.3352
H  0.5125  0.5883  -0.3690
H  1.0427  2.1910  -0.4327
H  1.0265  1.2475  -1.8174
C  2.1960  -1.1326  0.6694
N  0.7289  -0.9961  0.5675
C  0.0075  -1.0686  1.7336
N  -1.2332  -1.4335  1.6994
H  2.6699  -0.7029  -0.2171
H  2.5527  -0.5563  1.5319
H  2.4921  -2.1805  0.7733
H  0.2900  -1.6587  -0.0876
H  0.5488  -0.7976  2.6469
H  -1.6221  -1.5533  2.6418

## Properties
Total charge: +2
HOMO level (spin up / spin down) (eV): -20.3 / -20.3
LUMO level (spin up / spin down) (eV): -8.32 / -12.92
Multiplicity: 2
Gap between HOMO and LUMO (spin up / spin down) (eV): 12.00 / 7.42
Energy relative to the best compared isomer or geometry (same formula, charge and spin) (kcal per mole): 40.26


[2]
Molecular formula: C4H8N2OS
Method: DFT, ωB97M-V with the def2-TZVPD basis set

CARTESIAN COORDINATES (ANGSTROEM)
C  -1.2308  1.2987  1.8686
C  -0.5327  -0.0467  1.7638
C  -0.3533  -0.6906  -1.6573
C  0.9803  -0.5577  -2.2236
H  -0.6071  2.0943  1.5502
H  -2.1616  1.2965  1.3045
H  -1.5104  1.5170  2.8753
H  -1.2173  -0.8613  1.9634
H  0.3060  -0.1190  2.4547
H  -1.1586  -0.8503  -2.3808
H  2.9625  -0.4982  -1.8728
H  1.9607  -0.7042  -0.4230
N  -0.7582  -0.5991  -0.4251
N  2.0515  -0.5748  -1.4256
O  0.1436  -0.3158  0.5147
S  1.1253  -0.3890  -3.8871

## Properties
Total charge: 0
HOMO level (eV): -8.5
LUMO level (eV): -0.20
Multiplicity: 1
Gap between HOMO and LUMO (eV): 8.27
Energy relative to the best compared isomer or geometry (same formula, charge and spin) (kcal per mole): 47.31
SMILES: CCO/N=C\C(N)=S


[3]
Molecular formula: C7H24BaN4O5
Method: DFT, ωB97M-V with the def2-TZVPD basis set

CARTESIAN COORDINATES (ANGSTROEM)
O  1.1630  -4.1801  1.8662
H  0.2234  -3.9140  1.9358
Ba  0.3654  -0.2198  0.5454
N  -0.0286  0.2076  -1.8885
N  -1.5842  1.5250  -0.1855
O  0.9237  -0.4281  -2.7315
O  -2.5594  2.0429  0.7177
C  -0.9591  0.9754  -2.4214
C  -1.8663  1.6696  -1.4748
C  -1.0792  1.1817  -3.9050
C  -2.9801  2.5258  -1.9913
H  -0.5100  0.3603  -4.4088
H  -0.6199  2.1656  -4.1989
H  -2.1535  1.1675  -4.2200
H  -3.3305  3.1857  -1.1625
H  -3.8341  1.8895  -2.3416
H  -2.6249  3.1427  -2.8527
H  1.3290  -1.2050  -2.2736
H  -2.3458  1.7292  1.6236
O  1.2607  2.5639  0.1857
H  1.6117  1.8989  -0.4349
H  0.2931  2.4626  0.0288
C  -1.9281  -1.7306  0.5701
H  -1.5922  -2.8138  0.7206
H  -1.8688  -1.2039  -0.4214
H  -2.0079  -1.0100  1.4034
O  1.9085  -3.6164  -1.5691
H  1.9031  -4.1708  -0.7941
H  1.0074  -3.1584  -1.5378
N  0.2458  0.5371  3.0741
C  1.7418  0.4273  3.1384
C  2.3522  -0.8851  2.6164
N  2.7017  -1.0561  1.1840
H  -0.1345  1.4304  3.4011
H  -0.2518  -0.2342  3.5246
H  2.1807  1.3202  2.6477
H  1.9969  0.4795  4.2049
H  3.3597  -0.9453  3.0301
H  1.7706  -1.7783  2.9324
H  3.2699  -0.3527  0.7004
H  2.6504  -1.9859  0.7621

## Properties
Total charge: 0
HOMO level (spin up / spin down) (eV): -5.8 / -5.5
LUMO level (spin up / spin down) (eV): -1.66 / -1.87
Multiplicity: 1
Gap between HOMO and LUMO (spin up / spin down) (eV): 4.18 / 3.60
Energy relative to the best compared isomer or geometry (same formula, charge and spin) (kcal per mole): 145.82


[4]
Molecular formula: C16H26N4S5Zr
Method: DFT, ωB97M-V with the def2-TZVPD basis set

CARTESIAN COORDINATES (ANGSTROEM)
Zr  -0.0453  0.3059  0.1188
C  0.4622  -2.2855  2.6689
C  -0.0679  -3.1299  1.5328
S  0.0969  -2.4269  -0.1373
C  1.7560  -2.8451  -0.7186
C  2.8845  -2.0592  -0.0869
S  2.5669  -0.2644  -0.1796
C  3.4133  0.3418  1.3165
C  3.0254  1.7755  1.6010
S  1.2475  2.1256  1.7649
C  0.7737  1.7531  3.4715
C  0.7062  0.2909  3.8463
S  -0.3310  -0.6421  2.6617
H  1.5391  -2.1344  2.6116
H  0.2303  -2.7528  3.6278
H  -1.1350  -3.3315  1.6414
H  0.4222  -4.1064  1.5163
H  1.7079  -2.6936  -1.7989
H  1.9029  -3.9178  -0.5730
H  3.8230  -2.2497  -0.6097
H  3.0282  -2.3026  0.9651
H  4.4848  0.2729  1.1176
H  3.1774  -0.3253  2.1447
H  3.3689  2.4585  0.8225
H  3.4819  2.1173  2.5333
H  -0.1924  2.2500  3.5897
H  1.4641  2.2905  4.1269
H  0.2448  0.1693  4.8273
H  1.6832  -0.1906  3.8659
C  -1.7777  0.0670  -4.0585
C  -1.3945  -0.2038  -2.6454
N  -0.2500  0.1324  -2.1220
N  0.5771  0.9694  -2.9006
C  0.4980  2.2763  -2.5518
N  0.9880  3.2065  -3.3253
S  -0.2189  2.6701  -1.0183
C  -2.3809  -0.7417  -1.6847
C  -3.4679  -1.4789  -2.0933
C  -4.4299  -1.8604  -1.1480
C  -4.2650  -1.4538  0.1583
C  -3.1200  -0.7439  0.5099
N  -2.1711  -0.4051  -0.3740
H  -1.5805  1.1151  -4.2979
H  -1.1886  -0.5529  -4.7424
H  -2.8314  -0.1167  -4.2345
H  0.8307  0.6596  -3.8325
H  1.4090  3.0135  -4.2279
H  0.9541  4.1789  -3.0388
H  -3.5937  -1.7461  -3.1334
H  -5.2935  -2.4391  -1.4522
H  -5.0024  -1.6773  0.9186
H  -2.9705  -0.4367  1.5374

## Properties
Total charge: +4
HOMO level (eV): -21.8
LUMO level (eV): -13.87
Multiplicity: 1
Gap between HOMO and LUMO (eV): 7.92


Number 1: molecular weight 104.18 u. Number 2: molecular weight 132.19 u. Number 3: molecular weight 381.62 u. Number 4: molecular weight 525.97 u.